{
  "formula": "C59H60N14O28",
  "method": "ωB97M-V/def2-TZVPD",
  "spin_multiplicity": 1,
  "homo_energy_ev": -9.34,
  "species": ["C", "N", "O", "O", "H", "H", "H", "C", "N", "O", "O", "H", "H", "H", "C", "N", "O", "O", "H", "H", "H", "C", "N", "O", "O", "H", "H", "H", "C", "N", "O", "O", "H", "H", "H", "C", "C", "C", "C", "C", "C", "N", "O", "O", "H", "H", "H", "H", "H", "C", "C", "C", "C", "C", "C", "N", "O", "O", "H", "H", "H", "H", "H", "C", "C", "C", "C", "C", "C", "N", "O", "O", "H", "H", "H", "H", "H", "C", "C", "C", "C", "C", "C", "N", "O", "O", "H", "H", "H", "H", "H", "C", "C", "C", "C", "C", "C", "N", "O", "O", "H", "H", "H", "H", "H", "C", "C", "C", "C", "C", "C", "N", "O", "O", "H", "H", "H", "H", "H", "C", "C", "C", "C", "C", "C", "N", "O", "O", "H", "H", "H", "H", "H", "C", "C", "C", "C", "C", "C", "N", "O", "O", "H", "H", "H", "H", "H", "C", "C", "C", "C", "C", "C", "N", "O", "O", "H", "H", "H", "H", "H"],
  "xyz": [[0.0004, -0.2148, 0.8575], [1.2342, 0.3959, 0.2308], [1.4761, 1.5364, 0.4790], [1.9687, -0.3628, -0.4544], [-0.2010, -1.1812, 0.3953], [-0.8209, 0.4887, 0.7209], [0.2374, -0.2231, 1.9214], [1.1690, 3.0111, 3.7545], [0.3180, 1.7845, 3.8051], [-0.7804, 1.8067, 3.4189], [0.9115, 0.8635, 4.3161], [1.6423, 3.1812, 4.7215], [0.4863, 3.8415, 3.5745], [1.8379, 2.7772, 2.9262], [4.4377, 3.6368, 4.9883], [4.7486, 2.2867, 5.4255], [4.4777, 1.3144, 4.7350], [5.1518, 2.2252, 6.6008], [5.4111, 4.1257, 4.9479], [3.8359, 4.2441, 5.6643], [4.0886, 3.5883, 3.9568], [2.3373, -4.5219, -0.7204], [1.7823, -5.3117, 0.3830], [2.5634, -5.9421, 1.0170], [0.5608, -5.3832, 0.4860], [1.7556, -3.6171, -0.8969], [2.4667, -5.1827, -1.5776], [3.3384, -4.1616, -0.4835], [2.0293, -2.1480, -6.2479], [2.6981, -3.2691, -5.5426], [2.7824, -4.4400, -6.0171], [3.1923, -3.0027, -4.4348], [2.2874, -2.3420, -7.2890], [2.3184, -1.2141, -5.7658], [0.9588, -2.3230, -6.1402], [3.2743, 4.5036, -3.4451], [2.9568, 5.8128, -3.0837], [3.1224, 6.2371, -1.7315], [3.5954, 5.3609, -0.7508], [3.8835, 4.0676, -1.1617], [3.8365, 3.6183, -2.4994], [3.6518, 5.7118, 0.6497], [4.1371, 4.9587, 1.3767], [3.2617, 6.7885, 1.0697], [3.2818, 4.2140, -4.4856], [2.6505, 6.5340, -3.8270], [2.7609, 7.2122, -1.4402], [4.4122, 3.3869, -0.5110], [4.1888, 2.6039, -2.6146], [5.6932, -1.0296, -1.6892], [6.3032, 0.1247, -2.1419], [7.4117, -0.0447, -3.0457], [8.0995, -1.2658, -3.1714], [7.5431, -2.3567, -2.4503], [6.3553, -2.3014, -1.7287], [9.3750, -1.4357, -3.9485], [9.8685, -2.5713, -4.0394], [9.8140, -0.4890, -4.6064], [4.7895, -0.9843, -1.0995], [5.8723, 1.0834, -1.8939], [7.7543, 0.8601, -3.5256], [7.8732, -3.3849, -2.4368], [5.9043, -3.1608, -1.2549], [-6.7020, 1.5441, -2.3915], [-5.8827, 0.8920, -1.4663], [-4.5103, 1.1027, -1.6218], [-3.9310, 1.9659, -2.6389], [-4.7606, 2.6113, -3.5676], [-6.1783, 2.3024, -3.4535], [-2.4467, 2.1363, -2.7170], [-1.7487, 1.8800, -1.7528], [-1.9042, 2.4106, -3.8510], [-7.7592, 1.3530, -2.2814], [-6.2368, 0.2744, -0.6542], [-3.8438, 0.5053, -1.0175], [-4.1578, 3.2063, -4.2377], [-6.9179, 2.6325, -4.1679], [-5.1944, 3.6862, 3.6945], [-4.0312, 3.6401, 2.8633], [-3.6094, 2.3877, 2.3528], [-4.3042, 1.2132, 2.7553], [-5.3870, 1.2245, 3.6049], [-5.8134, 2.4791, 4.1536], [-3.9469, -0.0267, 2.0870], [-4.5244, -1.0545, 2.4820], [-3.0392, -0.0845, 1.3005], [-5.6221, 4.5878, 4.1074], [-3.5749, 4.5417, 2.4821], [-2.7868, 2.4057, 1.6532], [-5.7656, 0.2699, 3.9390], [-6.5979, 2.5080, 4.8953], [-4.8894, -4.9566, 4.5474], [-4.4988, -3.7050, 4.2595], [-3.1420, -3.4085, 3.9684], [-2.2002, -4.4689, 3.8286], [-2.5362, -5.7133, 4.2831], [-3.8861, -5.9364, 4.5032], [-0.7502, -4.2559, 3.3839], [0.0784, -5.1842, 3.5585], [-0.4629, -3.2535, 2.8449], [-5.8979, -5.3104, 4.7028], [-5.2038, -2.8926, 4.3556], [-2.8393, -2.4064, 3.7030], [-1.8241, -6.5246, 4.2511], [-4.1996, -6.9459, 4.7247], [-5.9799, -3.5772, 0.3103], [-4.6605, -3.8827, 0.7995], [-3.9708, -5.0513, 0.3505], [-4.5584, -5.9342, -0.5228], [-5.9070, -5.7138, -0.9389], [-6.6578, -4.5423, -0.5134], [-3.8431, -7.1834, -0.8049], [-4.5041, -8.1329, -1.1950], [-2.6434, -7.2646, -0.5750], [-6.5395, -2.7550, 0.7314], [-4.1843, -3.2297, 1.5159], [-3.0474, -5.2828, 0.8606], [-6.5597, -6.3076, -1.5617], [-7.6988, -4.2979, -0.6652], [-1.0880, -2.4666, -2.1015], [-1.0573, -1.4380, -2.9833], [-2.1510, -1.0680, -3.7311], [-3.3969, -1.7586, -3.5393], [-3.3729, -2.8650, -2.7014], [-2.2089, -3.2099, -1.9525], [-4.4988, -1.5034, -4.4033], [-4.3995, -0.5755, -5.2583], [-5.5560, -2.0017, -4.2045], [-0.1151, -2.6510, -1.6706], [-0.1389, -0.8716, -3.0294], [-2.1461, -0.3458, -4.5342], [-4.3356, -3.3280, -2.5431], [-2.2417, -3.9081, -1.1292], [3.6003, -3.2236, 3.0474], [4.8566, -3.3533, 2.4072], [5.4779, -2.2369, 1.8251], [4.9221, -0.9914, 1.9849], [3.6008, -0.8183, 2.5511], [2.9448, -2.0348, 3.0923], [5.6502, 0.1563, 1.4569], [6.8121, 0.3189, 1.8420], [5.0010, 0.9118, 0.7033], [3.0364, -4.0546, 3.4448], [5.3924, -4.2790, 2.2576], [6.4734, -2.3494, 1.4215], [3.0981, 0.1316, 2.6571], [1.9717, -2.0380, 3.5607], [-1.1613, 7.9276, -2.4866], [-0.3882, 8.5306, -1.4945], [0.1988, 7.7907, -0.4277], [-0.0597, 6.4463, -0.3200], [-0.8349, 5.8509, -1.3700], [-1.3819, 6.5718, -2.4064], [0.3972, 5.7123, 0.8798], [0.9205, 6.3756, 1.7382], [0.0698, 4.5525, 1.0510], [-1.5091, 8.5030, -3.3318], [-0.3299, 9.5878, -1.7074], [0.8225, 8.3678, 0.2389], [-1.0508, 4.7986, -1.2585], [-2.0123, 6.0383, -3.1023]]
}